Record 1
{"formula": "C3H4Cl3F", "method": "ωB97M-V/def2-TZVPD", "lumo_energy_ev": 0.484, "e_tot_ha": -1597.13431, "orbital_gap_ev": 11.632, "smiles": "FC(Cl)(CCl)CCl", "molar_mass_da": 165.42, "e_homo_ev": -11.15, "elements": ["C", "C", "C", "H", "H", "H", "H", "F", "Cl", "Cl", "Cl"], "xyz": [[-0.4511, 1.1176, 1.2140], [-0.1780, 0.0664, 0.0498], [-1.4979, -0.4498, -0.5942], [-0.9653, 2.0778, 0.8317], [-0.9718, 0.4949, 1.9789], [-1.9811, 0.2819, -1.1358], [-2.0889, -0.6060, 0.2622], [0.3160, -1.0808, 0.7617], [1.1816, 1.6476, 1.8957], [1.0768, 0.5563, -1.1025], [-1.3216, -2.0231, -1.5467]]}

Record 2
{"formula": "C27H45N6O4STi", "method": "ωB97M-V/def2-TZVPD", "lumo_energy_ev": -2.744, "e_tot_ha": -2932.86415, "orbital_gap_ev": 7.999, "molar_mass_da": 597.63, "total_charge": 1, "e_homo_ev": -10.74, "elements": ["Ti", "C", "C", "C", "C", "C", "C", "N", "C", "C", "N", "C", "C", "O", "O", "C", "C", "C", "C", "C", "C", "N", "C", "C", "N", "C", "C", "O", "O", "H", "H", "H", "H", "H", "H", "H", "H", "H", "H", "H", "H", "H", "H", "H", "H", "H", "H", "H", "H", "H", "H", "H", "H", "H", "H", "H", "H", "H", "H", "H", "H", "H", "H", "H", "H", "H", "H", "H", "N", "C", "N", "C", "C", "C", "C", "C", "C", "S", "H", "H", "H", "H", "H", "H"], "xyz": [[-0.0376, 0.8388, -0.2900], [-2.8955, -2.6411, 2.9777], [-2.3462, -1.9884, 1.6998], [-3.5193, -1.8338, 0.7231], [-3.4009, -1.1714, -0.6666], [-3.5706, 0.3447, -0.5746], [-4.5560, -1.7146, -1.5225], [-2.0941, -1.3882, -1.3126], [-1.6566, -2.7230, -1.7039], [-0.3466, -3.2252, -1.0754], [0.7531, -2.2625, -1.0260], [1.3010, -1.9235, -2.3193], [1.7756, -0.4785, -2.4341], [2.6648, -0.1402, -3.1539], [1.0545, 0.3979, -1.6925], [1.7504, -2.6004, 0.0110], [2.3290, -4.0145, -0.1350], [2.9184, -1.6081, 0.0900], [2.8504, -0.3619, 1.0167], [3.5974, 0.7956, 0.3522], [3.6054, -0.6930, 2.3064], [1.4385, 0.1467, 1.3187], [0.8352, -0.1603, 2.6530], [-0.3255, -1.1449, 2.7174], [-1.5241, -0.7903, 1.9707], [-2.2092, 0.3347, 2.5742], [-1.5507, 1.6719, 2.2457], [-1.6676, 2.6417, 2.9302], [-0.8292, 1.6532, 1.1018], [-3.4428, -3.5530, 2.7343], [-3.5882, -1.9644, 3.4894], [-2.1029, -2.9128, 3.6780], [-1.6476, -2.6897, 1.2418], [-4.3573, -1.3472, 1.2345], [-3.8511, -2.8656, 0.5699], [-4.4610, 0.5969, 0.0034], [-3.6940, 0.7800, -1.5733], [-2.7104, 0.8186, -0.1037], [-5.5229, -1.4766, -1.0668], [-4.5024, -2.8014, -1.6313], [-4.5293, -1.2652, -2.5200], [-0.7720, -0.5474, -0.2801], [-2.0319, -0.7644, -2.1030], [-1.5638, -2.7669, -2.7933], [-2.4103, -3.4720, -1.4436], [-0.0766, -4.1346, -1.6337], [-0.5431, -3.5425, -0.0503], [0.5088, -2.0350, -3.0642], [2.1322, -2.5545, -2.6467], [1.1998, -2.5559, 0.9535], [2.9679, -4.0909, -1.0224], [1.5538, -4.7768, -0.2069], [2.9437, -4.2518, 0.7360], [3.2182, -1.2883, -0.9069], [3.7711, -2.1863, 0.4399], [4.5844, 0.4643, 0.0292], [3.7366, 1.6161, 1.0624], [3.0841, 1.1724, -0.5303], [4.6516, -0.8542, 2.0466], [3.2448, -1.6089, 2.7824], [3.5670, 0.1255, 3.0288], [1.5410, 1.1615, 1.3134], [0.5384, 0.7797, 3.1081], [1.5951, -0.5654, 3.3056], [-0.5407, -1.2427, 3.7901], [0.0055, -2.1261, 2.3850], [-2.2509, 0.2872, 3.6652], [-3.2356, 0.3921, 2.2089], [-1.2562, 0.7983, -3.5082], [-1.5310, 1.9758, -2.8704], [-1.1595, 2.2824, -1.6470], [-1.6580, 3.5734, -1.2977], [-1.4254, 4.2839, -0.1220], [-2.0056, 5.5301, 0.0372], [-2.8051, 6.0955, -0.9552], [-3.0255, 5.4153, -2.1390], [-2.4410, 4.1651, -2.2866], [-2.5350, 3.1231, -3.6744], [-0.3691, 0.3978, -3.2440], [-1.4005, 0.8097, -4.5057], [-0.8060, 3.8853, 0.6607], [-1.8286, 6.0731, 0.9577], [-3.2466, 7.0734, -0.8064], [-3.6268, 5.8450, -2.9323]]}

Record 3
{"formula": "CBrF2I", "method": "ωB97M-V/def2-TZVPD", "lumo_energy_ev": [-2.201, -2.235], "e_tot_ha": -3109.39610, "orbital_gap_ev": [7.861, 7.586], "molar_mass_da": 256.81, "e_homo_ev": [-10.06, -9.82], "elements": ["C", "F", "F", "Br", "I"], "xyz": [[0.0040, -0.1345, 0.3564], [0.5180, 0.7575, 1.1750], [0.4254, 1.2315, -1.6157], [1.1072, -1.5732, -0.0382], [-2.0546, -0.2812, 0.1225]]}

Record 4
{"formula": "C17H24Br28N5O", "method": "ωB97M-V/def2-TZVPD", "lumo_energy_ev": -4.132, "e_tot_ha": -73083.09961, "orbital_gap_ev": 7.077, "molar_mass_da": 2551.72, "total_charge": 1, "e_homo_ev": -11.21, "elements": ["C", "C", "C", "O", "N", "C", "C", "C", "N", "C", "N", "C", "N", "N", "Br", "H", "H", "H", "H", "H", "H", "H", "H", "H", "H", "H", "H", "H", "H", "H", "C", "Br", "Br", "Br", "H", "C", "Br", "Br", "Br", "H", "C", "Br", "Br", "Br", "H", "C", "Br", "Br", "Br", "H", "C", "Br", "Br", "Br", "H", "C", "Br", "Br", "Br", "H", "C", "Br", "Br", "Br", "H", "C", "Br", "Br", "Br", "H", "C", "Br", "Br", "Br", "H"], "xyz": [[4.6524, -0.3883, -0.8708], [3.7753, 0.4368, -1.7893], [2.3315, 0.3048, -1.3422], [1.8843, 1.5596, -0.8095], [0.5429, 1.4780, -0.5311], [0.0647, 0.4175, 0.3488], [-0.4694, -0.7976, -0.3601], [-1.3098, -0.7279, -1.6058], [-0.1674, -1.8996, 0.1685], [-0.3171, 2.3606, -0.9949], [-1.6248, 2.3342, -0.7316], [-2.1585, 3.3207, -1.3316], [-1.2741, 4.0176, -1.9983], [-0.0750, 3.4183, -1.7975], [1.4005, 4.1752, -2.6187], [4.6900, 0.1030, 0.0911], [5.6693, -0.4557, -1.2169], [4.2263, -1.3574, -0.6804], [4.0525, 1.4793, -1.7019], [3.8698, 0.0464, -2.7901], [2.3021, -0.4789, -0.6044], [1.7154, -0.0193, -2.1701], [-0.6889, 0.8177, 1.0053], [0.8735, 0.0982, 0.9784], [-0.7476, -1.1394, -2.4277], [-1.6944, 0.2463, -1.8463], [-2.1461, -1.3873, -1.4575], [-0.5779, -2.6683, -0.3583], [-3.1797, 3.6146, -1.3238], [-1.4672, 4.8495, -2.5308], [-4.7614, 0.6054, 1.5348], [-3.1037, -0.3627, 1.5091], [-4.9273, 1.7296, -0.0253], [-6.2741, -0.5500, 1.7434], [-4.7348, 1.2585, 2.3940], [4.8161, 5.2200, 0.5271], [5.1654, 6.9447, 1.2992], [3.2840, 5.2623, -0.6626], [6.3695, 4.5224, -0.3582], [4.5669, 4.5501, 1.3367], [-6.1611, 3.7900, 4.4032], [-4.4600, 2.8933, 4.4899], [-6.3134, 4.8660, 2.8159], [-7.5995, 2.5273, 4.5452], [-6.2206, 4.4563, 5.2506], [6.6429, -2.7298, -4.2025], [5.8388, -1.6864, -5.6019], [8.2031, -1.8644, -3.4742], [5.3898, -3.1654, -2.8146], [6.9709, -3.6587, -4.6458], [8.1267, -3.8599, 0.1538], [6.6725, -5.1130, 0.0343], [7.5212, -2.1261, 0.7347], [9.5478, -4.5230, 1.2608], [8.5253, -3.7380, -0.8428], [-0.0896, -4.1859, 2.9988], [1.5908, -3.6720, 3.7801], [0.0244, -5.8953, 2.1255], [-1.5173, -4.1390, 4.2907], [-0.3197, -3.4536, 2.2388], [-10.6092, 1.4059, 2.2179], [-10.4633, 0.0552, 3.5832], [-10.6187, 0.6293, 0.4597], [-12.1302, 2.5409, 2.5111], [-9.7268, 2.0247, 2.2902], [-13.6998, -1.6904, 4.9582], [-13.6010, -3.0372, 6.3276], [-13.6928, -2.4647, 3.1984], [-15.2057, -0.5231, 5.2126], [-12.8110, -1.0838, 5.0415], [11.0105, -3.0550, -5.7975], [9.8516, -4.1911, -6.8362], [12.3440, -4.0726, -4.8591], [11.7946, -1.6702, -6.8748], [10.3973, -2.5719, -5.0536]]}

Record 5
{"formula": "C27H24N6PbSe2", "method": "ωB97M-V/def2-TZVPD", "lumo_energy_ev": -0.375, "e_tot_ha": -6367.45379, "orbital_gap_ev": 7.068, "molar_mass_da": 797.65, "e_homo_ev": -7.44, "elements": ["Pb", "C", "C", "C", "C", "C", "C", "C", "H", "H", "H", "H", "H", "H", "H", "H", "Se", "Se", "C", "C", "C", "C", "C", "N", "C", "C", "C", "C", "C", "N", "H", "H", "H", "H", "H", "H", "H", "H", "N", "C", "H", "C", "C", "C", "C", "C", "C", "C", "H", "H", "H", "H", "H", "H", "H", "N", "C", "N", "C", "N"], "xyz": [[-0.6693, -0.1145, -0.3995], [1.0112, 2.7170, 2.8205], [0.9077, 2.6879, 1.3203], [-0.2691, 3.0415, 0.6720], [-0.3566, 3.0067, -0.7169], [0.7381, 2.6260, -1.4809], [1.9192, 2.2656, -0.8395], [1.9977, 2.2947, 0.5436], [1.7452, 3.4559, 3.1473], [1.3342, 1.7473, 3.2028], [0.0535, 2.9631, 3.2786], [-1.1362, 3.3341, 1.2544], [-1.2912, 3.2706, -1.1947], [0.6675, 2.5866, -2.5602], [2.7779, 1.9606, -1.4240], [2.9179, 2.0002, 1.0354], [1.0031, -3.2040, 2.0759], [1.5185, -1.1718, 3.0723], [-0.2553, -0.6320, 3.6230], [-0.5711, -0.7332, 4.9722], [-1.7832, -0.2204, 5.4088], [-2.6226, 0.3792, 4.4883], [-2.2239, 0.4230, 3.1607], [-1.0686, -0.0797, 2.7255], [1.9020, -2.9827, 0.3759], [1.8618, -4.0679, -0.4953], [2.5396, -3.9564, -1.6951], [3.2315, -2.7863, -1.9758], [3.1997, -1.7715, -1.0373], [2.5471, -1.8634, 0.1248], [0.1263, -1.1949, 5.6561], [-2.0592, -0.2842, 6.4534], [-3.5700, 0.8090, 4.7836], [-2.8566, 0.8819, 2.4110], [1.3264, -4.9717, -0.2322], [2.5353, -4.7763, -2.4019], [3.7717, -2.6600, -2.9031], [3.7117, -0.8334, -1.2166], [-1.7738, -3.6243, -0.9359], [-1.3798, -2.6404, -0.4744], [-2.0946, -4.4648, -1.3689], [-2.8253, 0.0796, -1.3645], [-3.7570, 0.9281, -0.5865], [-4.5148, 0.3958, 0.4629], [-5.3790, 1.1847, 1.2079], [-5.5040, 2.5407, 0.9375], [-4.7680, 3.0868, -0.1067], [-3.9171, 2.2920, -0.8591], [-2.6086, 0.4998, -2.3476], [-3.2275, -0.9237, -1.5004], [-4.4308, -0.6640, 0.6843], [-5.9591, 0.7372, 2.0069], [-6.1768, 3.1580, 1.5179], [-4.8733, 4.1373, -0.3491], [-3.3760, 2.7256, -1.6930], [2.2387, -0.8083, -6.4376], [1.4995, -1.1484, -5.6137], [0.6397, -1.6148, -4.7362], [0.3600, -1.1539, -3.5937], [0.0318, -0.8277, -2.5165]]}

Record 6
{"formula": "C9H13NO", "method": "ωB97M-V/def2-TZVPD", "lumo_energy_ev": [0.243, -1.767], "e_tot_ha": -480.46940, "orbital_gap_ev": [8.699, 5.908], "molar_mass_da": 151.21, "e_homo_ev": [-8.46, -7.67], "elements": ["C", "C", "C", "C", "C", "C", "C", "C", "C", "N", "O", "H", "H", "H", "H", "H", "H", "H", "H", "H", "H", "H", "H", "H"], "xyz": [[-1.1791, 2.6077, -1.1899], [-1.2162, 1.0751, 0.2556], [-0.4957, 0.5746, -0.8320], [-1.6837, 0.3862, 1.4431], [1.6994, -1.6810, -1.5637], [-2.2268, 1.4629, 2.3925], [-1.5657, -0.9180, 1.7373], [2.6482, -0.7146, -2.0510], [1.8728, -2.1862, -0.1247], [-1.5962, 2.3414, 0.0349], [-0.4140, 1.6493, -1.6838], [-1.3214, 3.4484, -1.8726], [-3.0299, 1.0383, 3.0370], [-1.5549, 1.6816, 3.1217], [-2.5866, 2.3840, 1.8635], [-1.0648, -1.5166, 0.9157], [-1.8723, -1.4014, 2.6883], [0.9912, -2.0110, -2.2786], [3.5200, -0.8902, -1.5629], [2.5965, -0.7136, -3.2209], [2.5035, 0.3917, -1.9123], [1.3605, -1.6650, 0.6642], [1.6272, -3.2642, -0.1852], [2.9880, -2.0793, 0.3238]]}